Here is an isolated molecule of C4H5I2NS from the OMol25 dataset. Energies are from ωB97M-V/def2-TZVPD.

Geometry as XYZ:
```
13
Properties=species:S:1:pos:R:3
C 1.955 0.043 -0.414
C 0.473 -1.410 -1.491
C -0.604 0.791 0.515
C -1.580 0.243 1.466
N 1.587 -0.786 -1.309
S 1.005 0.530 1.037
I 3.744 1.125 -0.734
I -1.176 2.439 -0.745
H 0.663 -2.390 -1.921
H -0.537 -0.966 -1.500
H -1.228 -0.691 1.784
H -2.596 0.003 1.060
H -1.706 1.068 2.252
```

The spin multiplicity is 1. The calculation puts the HOMO-LUMO gap (alpha / beta) at 6.8 / 7.2 eV. The value obtained for the total energy is -32751.7225 eV. For the HOMO energy (alpha / beta), the calculation gives -7.688 / -7.979 eV. Its LUMO energy (alpha / beta) is -0.8586 / -0.8134 eV. The calculation puts the relative energy (zero: lowest compared OMol25 entry of this formula, charge and spin) at 66.0 kcal per mole.

Here is an isolated molecule of C4H5IN2 from the OMol25 dataset. Energies are from ωB97M-V/def2-TZVPD.

Geometry as XYZ:
```
12
Properties=species:S:1:pos:R:3
C 1.134 0.642 -0.064
C 0.279 1.514 -0.364
C -0.451 -1.366 0.219
C 0.817 -0.727 0.637
N -1.508 -0.768 -0.253
N -1.602 0.508 -0.258
I -2.980 1.429 -1.508
H 2.275 0.724 0.003
H -0.110 2.504 -0.558
H -0.397 -2.424 0.095
H 1.555 -1.594 0.436
H 0.988 -0.443 1.615
```

The spin multiplicity is 1. The calculation puts the HOMO-LUMO gap (alpha / beta) at 7.4 / 7.4 eV. The value obtained for the total energy is -15304.2675 eV. For the HOMO energy (alpha / beta), the calculation gives -7.982 / -7.981 eV. Its LUMO energy (alpha / beta) is -0.5825 / -0.5831 eV. The calculation puts the relative energy (zero: lowest compared OMol25 entry of this formula, charge and spin) at 121.7 kcal per mole.

Here is a cluster of 2 separate species, C4H5IO3 in total from the OMol25 dataset. Energies are from ωB97M-V/def2-TZVPD.

Geometry as XYZ:
```
13
Properties=species:S:1:pos:R:3
C -1.730 -1.927 0.094
C 1.475 0.489 0.175
C -0.472 0.847 1.530
C 1.007 0.389 -1.256
O -1.805 -1.888 -1.023
O -1.635 -1.924 1.254
O 0.645 0.431 1.245
I -1.785 1.809 -0.002
H 2.395 -0.038 0.329
H -0.922 0.642 2.523
H 0.159 -0.330 -1.312
H 1.751 0.059 -1.884
H 0.918 1.441 -1.673
```

The spin multiplicity is 1. The calculation puts the HOMO-LUMO gap (alpha / beta) at 7.5 / 8.1 eV. The value obtained for the total energy is -18468.4088 eV. For the HOMO energy (alpha / beta), the calculation gives -7.310 / -7.792 eV. Its LUMO energy (alpha / beta) is 0.2014 / 0.3440 eV. The calculation puts the relative energy (zero: lowest compared OMol25 entry of this formula, charge and spin) at 91.7 kcal per mole.

Here is a structure of composition C4H5KO from the OMol25 dataset. Energies are from ωB97M-V/def2-TZVPD.

Geometry as XYZ:
```
11
Properties=species:S:1:pos:R:3
C -2.083 -0.900 -0.420
H -3.065 -1.350 -0.167
H -1.980 -0.862 -1.526
C 0.241 -1.298 0.158
C 1.541 -0.927 -0.515
C 1.989 0.524 -0.375
O 1.333 1.372 0.191
K -0.970 0.946 1.247
H 0.361 -2.226 0.748
H 1.533 -1.089 -1.616
H 2.413 -1.520 -0.170
```

The spin multiplicity is 2. The calculation puts the HOMO-LUMO gap (alpha / beta) at 3.2 / 3.2 eV. The value obtained for the total energy is -22593.1579 eV. Its expectation value of S² is 0.78. For the HOMO energy (alpha / beta), the calculation gives -1.053 / -1.137 eV. Its LUMO energy (alpha / beta) is 2.1598 / 2.1049 eV. The calculation puts the relative energy (zero: lowest compared OMol25 entry of this formula, charge and spin) at 134.2 kcal per mole. Its total charge is -1.

Here is a structure of composition C4H5KO5 from the OMol25 dataset. Energies are from ωB97M-V/def2-TZVPD.

Geometry as XYZ:
```
15
Properties=species:S:1:pos:R:3
O 0.136 0.184 -2.003
C 0.415 1.463 -2.035
C -0.166 -0.204 -0.379
O 0.321 2.124 -3.062
O 0.518 2.020 -0.839
C 0.494 1.042 0.219
K 0.209 0.255 -4.841
H 0.502 -1.071 -0.340
H -1.258 -0.128 -0.412
H 1.523 0.842 0.540
H -0.090 1.471 1.038
O -0.935 -2.070 3.698
C -0.280 -1.974 2.484
O -0.908 -1.204 1.722
H -0.479 -2.748 4.208
```

The spin multiplicity is 1. The calculation puts the HOMO-LUMO gap at 3.6 eV. The value obtained for the total energy is -30789.0936 eV. For the HOMO energy, the calculation gives -5.173 eV. Its LUMO energy is -1.5582 eV. The calculation puts the relative energy (zero: lowest compared OMol25 entry of this formula, charge and spin) at 31.6 kcal per mole.

Here is a structure of composition C4H5LaO5 from the OMol25 dataset. Energies are from ωB97M-V/def2-TZVPD.

Geometry as XYZ:
```
15
Properties=species:S:1:pos:R:3
O 0.754 -0.492 -1.182
O -0.339 1.987 -0.017
C -0.923 1.394 0.871
C -1.431 -0.013 0.797
O -1.444 -0.586 -0.469
C -0.289 -1.324 -0.853
La 0.680 1.696 -2.250
H -1.029 1.873 1.863
H -2.457 0.003 1.203
H -0.829 -0.596 1.523
H -0.619 -1.919 -1.719
H 0.008 -1.989 -0.021
O 2.734 0.967 -0.520
C 2.498 -0.120 -0.053
O 2.687 -0.880 0.827
```

The spin multiplicity is 2. The calculation puts the HOMO-LUMO gap (alpha / beta) at 5.4 / 9.0 eV. The value obtained for the total energy is -15318.4746 eV. Its expectation value of S² is 0.75. For the HOMO energy (alpha / beta), the calculation gives -9.919 / -13.631 eV. Its LUMO energy (alpha / beta) is -4.5426 / -4.6090 eV. The calculation puts the relative energy (zero: lowest compared OMol25 entry of this formula, charge and spin) at 0.0 kcal per mole. Its total charge is +1.

Here is a structure of composition C4H5Li2O2Tl from the OMol25 dataset. Energies are from ωB97M-V/def2-TZVPD.

Geometry as XYZ:
```
14
Properties=species:S:1:pos:R:3
O 0.535 -1.793 -0.153
C 0.647 -0.838 -1.117
C 1.010 1.024 0.883
Li 1.416 -1.256 1.347
Tl -0.015 3.251 0.110
H 1.502 0.671 1.813
H 1.560 -0.770 -1.736
C -0.388 1.058 1.245
C -0.535 -0.342 -1.760
O -1.143 -0.032 1.237
H -1.189 1.665 1.745
H -0.397 0.112 -2.752
H -1.259 -1.093 -2.111
Li -1.743 -1.657 1.249
```

The spin multiplicity is 1. The calculation puts the HOMO-LUMO gap (alpha / beta) at 5.1 / 5.1 eV. The value obtained for the total energy is -13421.5159 eV. For the HOMO energy (alpha / beta), the calculation gives -5.900 / -5.906 eV. Its LUMO energy (alpha / beta) is -0.7767 / -0.7782 eV. The calculation puts the relative energy (zero: lowest compared OMol25 entry of this formula, charge and spin) at 91.7 kcal per mole.

Here is a structure of composition C4H5LiO2Yb from the OMol25 dataset. Energies are from ωB97M-V/def2-TZVPD.

Geometry as XYZ:
```
13
Properties=species:S:1:pos:R:3
H -1.716 -1.526 0.867
C -1.318 -0.968 0.006
C -1.561 0.363 -0.078
O -0.584 -1.665 -0.845
Yb -0.586 -4.162 -1.379
H -2.260 0.822 0.622
H -1.248 0.928 -0.963
C 0.853 2.059 1.506
C 1.558 1.379 0.621
O 1.863 0.660 -0.263
Li 0.864 -0.644 -1.364
H 0.847 1.710 2.540
H 0.484 3.047 1.227
```

The spin multiplicity is 1. The calculation puts the HOMO-LUMO gap at 4.4 eV. The value obtained for the total energy is -40055.2192 eV. For the HOMO energy, the calculation gives -4.722 eV. Its LUMO energy is -0.3621 eV. The calculation puts the relative energy (zero: lowest compared OMol25 entry of this formula, charge and spin) at 0.0 kcal per mole.

Here is a structure of composition C4H5LiO3Sm from the OMol25 dataset. Energies are from ωB97M-V/def2-TZVPD.

Geometry as XYZ:
```
14
Properties=species:S:1:pos:R:3
Sm 0.901 2.398 0.435
O 1.128 -0.292 -0.232
C 2.341 -1.069 -0.291
H 2.454 -1.654 0.627
H 2.287 -1.724 -1.166
H 3.145 -0.336 -0.388
C -2.660 -0.195 -0.371
C -1.355 -0.035 -0.103
O -0.815 0.837 0.741
C -0.010 -0.916 0.018
O -0.141 -2.126 0.052
Li -1.948 -2.503 0.662
H -2.973 -1.085 -0.921
H -3.297 0.670 -0.179
```

The spin multiplicity is 8. The calculation puts the HOMO-LUMO gap (alpha / beta) at 3.2 / 8.4 eV. The value obtained for the total energy is -28470.9258 eV. Its expectation value of S² is 15.76. For the HOMO energy (alpha / beta), the calculation gives -6.838 / -12.002 eV. Its LUMO energy (alpha / beta) is -3.5917 / -3.5576 eV. The calculation puts the relative energy (zero: lowest compared OMol25 entry of this formula, charge and spin) at 0.0 kcal per mole. Its total charge is +1.

Here is an isolated molecule of C4H5N from the OMol25 dataset. Energies are from ωB97M-V/def2-TZVPD.

Geometry as XYZ:
```
10
Properties=species:S:1:pos:R:3
C 0.855 0.893 -0.006
C 1.162 -0.436 -0.025
C -0.065 -1.172 -0.028
N -1.083 -0.303 0.013
C -0.716 0.931 -0.026
H 1.354 1.695 0.250
H 2.215 -0.701 -0.068
H -0.304 -2.200 -0.014
H -2.096 -0.513 0.069
H -1.323 1.806 -0.165
```

Its SMILES is c1cc[nH]c1. The spin multiplicity is 1. The calculation puts the HOMO-LUMO gap at 8.6 eV. The value obtained for the total energy is -5717.4794 eV. For the HOMO energy, the calculation gives -7.628 eV. Its LUMO energy is 0.9975 eV. The calculation puts the relative energy (zero: lowest compared OMol25 entry of this formula, charge and spin) at 31.5 kcal per mole.

Here is an isolated molecule of C4H5N from the OMol25 dataset. Energies are from ωB97M-V/def2-TZVPD.

Geometry as XYZ:
```
10
Properties=species:S:1:pos:R:3
H 1.403 2.098 -0.178
N 0.725 1.351 -0.076
C 1.286 0.256 0.271
C 0.489 -0.965 0.468
C -0.759 -0.636 0.244
C -1.843 0.066 0.302
H 2.365 0.122 0.353
H 0.891 -1.954 0.629
H -2.174 -0.768 0.978
H -2.389 0.477 -0.541
```

Its SMILES is [H]/N=C/C=C=C. The spin multiplicity is 1. The calculation puts the HOMO-LUMO gap at 9.3 eV. The value obtained for the total energy is -5714.8823 eV. For the HOMO energy, the calculation gives -8.480 eV. Its LUMO energy is 0.8410 eV. The calculation puts the relative energy (zero: lowest compared OMol25 entry of this formula, charge and spin) at 91.4 kcal per mole.

Here is an isolated molecule of C4H5N from the OMol25 dataset. Energies are from ωB97M-V/def2-TZVPD.

Geometry as XYZ:
```
10
Properties=species:S:1:pos:R:3
C 0.278 1.416 0.009
C -0.177 0.158 0.051
C 0.655 -1.106 -0.010
C -1.624 -0.019 0.043
N -2.783 -0.140 -0.007
H -0.364 2.291 -0.063
H 1.355 1.632 -0.025
H 0.352 -1.757 -0.854
H 0.579 -1.679 0.919
H 1.728 -0.795 -0.064
```

Its SMILES is C=C(C)C#N. The spin multiplicity is 1. The calculation puts the HOMO-LUMO gap at 10.9 eV. The value obtained for the total energy is -5718.1141 eV. For the HOMO energy, the calculation gives -10.266 eV. Its LUMO energy is 0.6204 eV. The calculation puts the relative energy (zero: lowest compared OMol25 entry of this formula, charge and spin) at 16.9 kcal per mole.